1.
This record from the OMol25 dataset describes the ion C21H30NO with charge +1 at a distorted geometry. The level of theory is ωB97M-V/def2-TZVPD.

Geometry as ORCA input:
```
! RIJCOSX wB97M-V def2-TZVPD def2/J DEFGRID3
* xyz 1 1
C -0.112 1.872 0.411
H 0.080 2.021 -0.658
H -0.516 -5.157 -0.221
C 0.421 -1.930 0.621
C 1.864 0.735 -6.624
C -0.489 0.463 3.132
C -0.420 -3.011 -0.066
H 2.557 -0.169 0.559
H -4.734 0.918 -0.731
H 1.850 0.744 -7.703
H 4.034 0.603 -4.032
C 1.900 0.713 -3.854
C 0.673 0.791 -5.917
H 0.470 1.204 4.918
H 1.411 -0.314 2.514
C -1.383 0.273 5.478
H 1.338 1.446 2.600
C 3.073 0.667 -5.948
H 0.471 -0.554 4.777
H -4.388 1.481 2.010
C 1.922 0.703 -2.442
C -1.543 1.835 0.628
C -2.731 1.855 0.799
H -0.383 -2.866 -1.147
C 1.976 0.689 0.210
C -0.130 0.343 4.616
H 2.465 1.601 0.571
C 1.941 0.698 -1.237
H -4.650 2.686 0.725
C -4.172 1.727 0.964
O -4.691 0.667 0.199
H -1.984 1.171 5.356
N 0.606 0.620 0.818
C 0.090 -4.406 0.275
H 3.999 0.623 -6.500
H -1.113 0.183 6.526
H -1.461 -2.917 0.249
H 0.320 2.713 0.962
C 0.783 0.553 2.297
C 0.684 0.781 -4.536
C -0.137 -0.555 0.271
H -0.243 0.825 -3.980
H -1.990 -0.587 5.206
H -0.140 -0.443 -0.816
H -1.082 -0.407 2.848
H -1.105 1.351 2.991
H 1.452 -2.035 0.280
H 0.042 -4.583 1.346
H -1.168 -0.483 0.621
H -0.267 0.844 -6.444
C 3.098 0.655 -4.567
H 1.120 -4.530 -0.050
H 0.390 -2.106 1.697
*
```

Properties
**Relative energy (zero: lowest compared OMol25 entry of this formula, charge and spin)**: 100.9 kcal/mol
**HOMO level**: -11.60 eV
**Orbital gap**: 9.5 eV
**Calculated total energy**: -25791.9345 eV

2.
This record from the OMol25 dataset describes the ion C21H30NO4 with charge +1 at a distorted geometry. The level of theory is ωB97M-V/def2-TZVPD.

Geometry as ORCA input:
```
! RIJCOSX wB97M-V def2-TZVPD def2/J DEFGRID3
* xyz 1 1
H 5.624 2.497 0.331
H 1.904 -3.038 -0.069
H -3.871 -0.681 -2.239
H 0.258 2.388 0.474
C 4.542 -0.087 0.383
H 4.872 -1.092 0.131
O -1.094 1.155 -0.434
C -3.427 1.366 -0.495
H -4.338 3.299 -0.153
C 1.224 1.063 -0.957
H 5.179 0.246 1.206
H 4.083 0.695 -1.599
H -3.856 -2.214 2.446
C 4.834 2.322 -0.394
C 0.252 -1.154 -1.275
C -3.655 -0.542 1.130
O -2.012 2.413 1.178
H -4.794 2.069 1.041
H 1.021 0.906 2.124
H -1.281 -1.510 0.346
H -3.507 0.167 1.932
H -0.624 0.381 1.890
C -3.656 -0.100 -0.190
C -4.053 -2.792 0.393
H 3.386 -2.318 -0.678
H -0.375 -0.860 -2.102
C 0.351 0.443 1.402
H 5.787 0.598 -1.205
C 0.196 1.340 0.153
H -4.225 -3.060 -1.723
H 3.895 2.653 0.047
H -6.099 1.158 -0.630
C -4.603 2.248 -0.024
H 5.032 2.943 -1.263
C -4.059 -2.357 -0.922
H 2.314 -0.613 -1.847
H 3.169 -2.553 1.070
H -3.305 1.493 -1.575
C 3.115 -0.086 0.944
C 0.797 -0.977 1.044
C -3.858 -1.018 -1.213
H 2.771 0.942 0.981
H 3.152 -0.465 1.969
C 2.669 -2.296 0.139
C 1.578 -0.424 -1.065
C -3.853 -1.882 1.419
N 2.085 -0.938 0.256
O -5.746 2.039 -0.799
H 0.771 1.369 -1.902
O 0.180 -2.477 -0.850
H 0.928 -1.597 1.932
C 4.807 0.852 -0.799
C -0.241 -1.504 0.055
H 2.112 1.676 -0.823
H -4.211 -3.835 0.619
C -2.142 1.748 0.190
*
```

Properties
**Relative energy (zero: lowest compared OMol25 entry of this formula, charge and spin)**: 12.8 kcal/mol
**HOMO level**: -11.96 eV
**Orbital gap**: 9.8 eV
**Calculated total energy**: -31937.1281 eV

3.
This record from the OMol25 dataset describes a structure of composition C21H31Br2CsN5O7P2 at a distorted geometry. The level of theory is ωB97M-V/def2-TZVPD.

Geometry as ORCA input:
```
! RIJCOSX wB97M-V def2-TZVPD def2/J DEFGRID3
* xyz -1 1
H 1.221 -1.275 2.989
H 4.126 -1.813 4.007
C -3.862 -4.076 -0.811
H 6.160 0.912 -0.140
H 2.271 6.618 -0.793
Cs -0.081 -0.585 0.323
C 0.853 -2.709 -2.703
H 1.038 -6.600 0.071
H 2.259 -0.039 3.754
C -2.156 -2.512 0.228
O 0.946 -2.959 0.450
N 2.269 -4.978 -0.425
O -1.573 -2.296 -0.865
H -1.392 4.804 0.568
H 3.561 -4.967 -2.076
C 1.658 5.761 -0.553
C -3.562 -3.097 0.126
N 3.219 -1.134 2.243
H 5.791 -2.738 0.303
O 2.453 -0.387 -0.134
P 2.063 -3.352 -0.420
O -1.363 1.776 -0.372
O -1.745 -2.266 1.382
Br 3.936 4.250 -1.354
C 2.006 -0.529 2.813
C 0.223 3.498 0.042
H -3.079 -4.411 -1.483
H 3.041 -1.081 -2.663
H -5.376 -5.377 -1.634
H 3.061 -2.998 3.222
H 4.660 -2.652 2.549
C -6.134 -4.114 -0.076
C 3.172 -5.656 -1.329
C 0.357 5.881 -0.084
C -4.573 -2.635 0.962
C -5.870 -3.126 0.858
H 6.864 -1.513 -0.377
N 5.009 -0.790 0.263
H -4.327 -1.881 1.701
C -0.510 2.216 0.420
H 4.507 1.261 0.346
C 1.610 -5.811 0.568
C -0.371 4.744 0.212
H 0.018 -2.967 -2.050
H 0.925 -5.208 1.158
C 3.797 -2.206 3.043
H 2.655 -6.464 -1.855
O -0.114 1.726 1.507
O 3.469 -2.751 0.184
H 6.628 -1.595 1.373
H 5.695 0.746 1.568
H 0.712 -1.670 -3.009
H 2.336 -6.286 1.236
H -6.661 -2.751 1.495
C -5.145 -4.606 -0.911
H 0.838 -3.356 -3.587
C 2.139 4.471 -0.697
H 1.612 0.223 2.136
H 3.398 -2.543 -3.613
H -0.080 6.865 0.048
N 1.482 3.373 -0.419
H 4.019 -6.092 -0.788
H 4.169 -2.288 -2.044
C 6.124 -1.709 0.403
P 3.440 -1.185 0.612
N 2.129 -2.856 -1.985
C 3.246 -2.152 -2.602
Br -7.904 -4.811 -0.221
C 5.357 0.606 0.534
*
```

Properties
**Relative energy (zero: lowest compared OMol25 entry of this formula, charge and spin)**: 48.2 kcal/mol
**HOMO level**: -5.09 eV
**Orbital gap**: 7.0 eV
**Calculated total energy**: -203280.9100 eV

4.
This record from the OMol25 dataset describes a structure of composition C21H31CrF4N5Si at a distorted geometry. The level of theory is ωB97M-V/def2-TZVPD.

Geometry as ORCA input:
```
! RIJCOSX wB97M-V def2-TZVPD def2/J DEFGRID3
* xyz 0 5
F -6.011 2.736 5.656
C 0.274 -0.060 -3.638
H -1.180 -4.118 -2.480
C 4.083 1.417 -1.028
C -0.307 -3.322 0.373
H -5.499 1.840 2.840
H 3.371 -0.136 1.757
C -2.263 0.963 2.778
N 2.551 -0.703 1.770
H 2.204 2.792 0.644
C -4.035 2.497 4.257
H 0.005 1.968 -0.327
F 1.500 0.601 -3.482
C 1.983 2.813 -0.429
H 2.675 -3.659 0.084
C -1.709 -0.359 -4.939
H 0.340 -4.843 -2.949
H 0.883 1.699 -1.720
H -2.397 2.820 5.616
H -0.859 1.342 4.409
H 3.894 -0.661 -0.916
H 3.162 -3.065 -1.600
C -4.984 3.411 4.996
C -0.399 0.162 -4.791
C -2.343 -1.057 -3.878
C -0.314 0.212 1.130
H 4.914 1.413 -1.781
N 0.946 1.780 -0.716
H -1.335 -3.034 0.217
C -0.238 -0.882 -2.558
N 2.020 -0.388 3.098
C -1.577 -1.312 -2.743
C -3.614 1.058 2.388
H -0.208 -4.391 0.728
C -0.148 -3.898 -2.723
C -1.851 1.535 4.003
H 1.031 -0.077 2.984
C 3.254 2.621 -1.270
H -0.179 -3.299 -3.636
H -2.173 -0.204 -5.917
H -3.345 -1.460 -3.921
C 2.404 -3.674 -1.000
N 0.593 -1.286 -1.505
Cr 1.374 -0.095 -0.119
H 4.640 1.388 -0.080
H 3.179 -0.021 -2.141
H 1.593 3.835 -0.637
F -4.306 4.119 6.008
F -5.516 4.342 4.160
H 0.114 -2.672 1.165
C -2.720 2.329 4.712
C -1.299 0.377 1.880
H 3.881 3.543 -1.230
H 2.923 2.553 -2.340
H 1.926 -1.242 3.676
H 0.158 0.751 -5.548
N 3.274 0.132 -1.165
H 2.840 -1.680 1.774
Si 0.642 -3.025 -1.234
H 2.466 -4.753 -1.295
H -3.875 0.501 1.483
C -4.487 1.802 3.104
H -1.924 -1.973 -1.957
*
```

Properties
**Relative energy (zero: lowest compared OMol25 entry of this formula, charge and spin)**: 4.1 kcal/mol
**HOMO level (alpha / beta)**: -6.38 / -7.25 eV
**Orbital gap (alpha / beta)**: 6.3 / 7.2 eV
**Calculated total energy**: -76898.7545 eV

5.
This record from the OMol25 dataset describes a structure of composition C21H31F5P2W at a distorted geometry. The level of theory is ωB97M-V/def2-TZVPD.

Geometry as ORCA input:
```
! RIJCOSX wB97M-V def2-TZVPD def2/J DEFGRID3
* xyz 2 3
H -6.096 -4.618 -1.403
H -4.482 -1.412 -3.430
H -7.402 -2.414 -0.363
C -6.772 -0.441 -0.962
H -2.496 -3.478 -0.303
C -5.340 -3.854 -1.647
H -2.499 2.041 -2.684
H -6.992 -2.796 -2.504
H -6.562 0.448 -0.358
H -3.756 0.852 -3.088
H -3.473 -1.730 -0.199
H -5.802 0.575 -2.641
H -2.753 -1.621 3.121
F 1.485 -1.685 -0.296
F 1.254 1.149 4.390
C -6.716 -1.645 0.000
H -0.441 -0.988 -4.264
C -0.407 -3.557 0.938
P -1.269 -1.951 1.226
H -0.486 -3.839 -0.112
C -2.015 -2.372 2.818
H 0.383 0.377 -0.872
C -4.856 -3.298 -0.355
H -0.375 0.795 -4.081
C 0.177 -0.856 1.583
H -1.860 -0.009 -4.716
H -7.093 -1.270 0.968
H -5.707 -3.331 -3.648
W -2.554 -0.364 -0.109
C -1.982 -2.013 -1.915
H -4.147 -3.980 0.131
C 1.299 0.314 3.348
H -7.809 -0.340 -1.324
H -4.491 -4.396 -2.088
C 0.122 -0.006 2.677
C -5.299 -1.481 -2.704
F -1.067 0.503 3.088
H -2.488 -3.356 2.698
C 2.595 -0.881 1.690
H -2.723 -2.355 -2.676
C -5.906 -2.872 -2.662
C 2.523 -0.198 2.914
C -3.044 1.151 -2.317
F 3.769 -1.433 1.277
H -1.028 -2.511 -2.088
C 1.421 -1.121 0.976
H -4.922 -1.746 1.130
H 0.649 -3.479 1.214
F 3.637 -0.037 3.663
H -0.412 1.814 -1.557
P -1.654 -0.063 -2.301
C -5.385 -2.220 0.270
C -2.442 -2.398 -0.532
H -1.232 -2.447 3.585
C -5.807 -0.389 -2.108
C -0.610 0.841 -1.039
H -3.602 1.381 -1.371
C -1.015 -0.087 -4.018
H -1.002 1.202 -0.029
H -0.896 -4.302 1.568
*
```

Properties
**Relative energy (zero: lowest compared OMol25 entry of this formula, charge and spin)**: 145.3 kcal/mol
**HOMO level (alpha / beta)**: -13.80 / -13.62 eV
**Orbital gap (alpha / beta)**: 6.6 / 6.6 eV
**Calculated total energy**: -56242.2457 eV

6.
This record from the OMol25 dataset describes a structure of composition C21H31IrN3O2SSe2 at a distorted geometry. The level of theory is ωB97M-V/def2-TZVPD.

Geometry as ORCA input:
```
! RIJCOSX wB97M-V def2-TZVPD def2/J DEFGRID3
* xyz 0 2
C -0.323 5.148 0.702
H 2.799 -4.576 -2.659
C -4.088 -0.953 -0.191
C -0.712 3.071 1.888
H 0.375 -2.034 -3.784
H -5.439 -2.136 -1.340
H -1.745 0.476 2.449
Se 2.747 -1.319 -0.068
C -2.284 1.307 2.878
H -2.728 0.965 3.816
C 3.268 2.255 0.549
H 0.372 1.229 3.681
C 2.131 1.771 -1.672
C 2.299 2.766 -0.524
C 0.142 -2.421 -2.790
N 0.234 1.017 1.017
H 0.456 2.890 4.298
O 0.207 -3.030 -0.073
C 2.485 -1.922 -1.916
H -1.904 3.260 3.608
S -1.216 -2.110 2.203
H 3.459 -2.303 -2.225
H 0.570 -4.721 -1.183
C 1.001 3.199 0.131
H -4.445 0.024 -0.481
H -1.665 4.914 2.340
C 1.074 -3.790 -0.901
H -3.090 1.611 2.202
C -0.959 4.415 1.686
C -1.326 2.462 3.132
H 1.883 -3.032 -4.829
Se -0.784 -0.908 -1.926
C -2.504 -2.172 1.090
H 3.475 3.039 1.281
H -4.360 -4.278 -0.534
H 3.089 1.607 -2.171
C -4.014 -3.307 -0.201
H -0.636 1.721 5.053
H 2.844 1.402 1.070
H -0.549 6.197 0.559
O 2.566 -3.467 -4.312
H 2.000 -4.035 -0.372
H -0.073 -3.526 0.711
H 2.278 -1.030 -2.506
C -4.612 -2.124 -0.648
H 1.211 -4.761 -3.420
H 1.280 5.132 -0.701
N -2.992 -3.325 0.637
H 1.774 0.827 -1.287
Ir 0.290 -0.761 0.470
N -3.062 -0.986 0.676
H -0.605 -3.210 -2.893
C 1.990 -4.034 -3.155
C 0.684 4.537 -0.019
H -2.613 -0.128 0.978
H 4.210 1.942 0.096
H 2.739 3.672 -0.950
C 0.185 2.359 0.997
C 1.411 -2.998 -2.162
C -0.211 2.049 4.102
H 1.410 2.135 -2.405
*
```

Properties
**Relative energy (zero: lowest compared OMol25 entry of this formula, charge and spin)**: 14.2 kcal/mol
**HOMO level (alpha / beta)**: -6.87 / -6.77 eV
**Orbital gap (alpha / beta)**: 5.8 / 5.7 eV
**Calculated total energy**: -175209.5773 eV

7.
This record from the OMol25 dataset describes the ion C21H31N2O2 with charge +1. The level of theory is ωB97M-V/def2-TZVPD.

Geometry as ORCA input:
```
! RIJCOSX wB97M-V def2-TZVPD def2/J DEFGRID3
* xyz 1 1
H 0.191 -2.191 -3.263
H -1.029 -1.633 4.886
C -1.289 -0.700 -3.629
C -1.779 0.549 -3.246
H -0.738 1.023 0.924
H 1.950 1.833 1.715
H 2.868 -2.495 3.334
H -0.827 2.548 2.787
H -3.623 -0.565 -5.059
H -0.082 0.221 6.239
C -0.028 0.753 -1.601
O -1.824 -1.498 -4.573
H 0.995 -3.070 4.863
N 0.280 0.946 0.814
H 2.981 -0.230 2.352
C 2.848 -1.061 4.944
C 0.164 2.792 2.413
H -2.362 1.197 -8.067
H 0.374 2.575 -0.537
O -0.983 0.633 -6.054
C -0.271 -0.151 3.525
H 0.406 -2.798 3.226
H -3.595 0.037 -7.728
C 2.012 -0.654 2.627
N -2.753 0.506 -7.446
C -2.711 -0.964 -5.526
H -2.630 0.987 -3.740
H 0.709 -1.305 6.628
H 1.745 1.446 -0.607
H -0.939 0.621 3.910
H -2.981 -1.808 -6.164
C -1.151 1.260 -2.243
C 0.660 1.523 -0.512
C 0.858 -2.311 4.094
H 2.378 0.517 6.333
C 0.939 1.542 2.023
H 1.068 1.876 4.772
H 3.823 -0.644 4.684
C 2.211 -1.709 3.718
H 1.603 -1.161 1.744
C -2.038 0.138 -6.366
C 0.445 -0.506 -1.967
C 1.717 1.096 4.374
C 1.079 0.462 3.129
C -0.177 -1.225 -2.960
H 1.326 -0.914 -1.491
H -0.757 -0.631 2.671
C 1.926 0.039 5.460
H 0.513 -0.058 0.787
C 0.574 -0.558 5.846
H 3.003 -1.811 5.720
H -1.530 2.235 -1.974
C -0.058 -1.206 4.617
H 0.694 3.341 3.184
H 0.061 3.459 1.560
H 2.674 1.549 4.108
*
```

Properties
**Relative energy (zero: lowest compared OMol25 entry of this formula, charge and spin)**: 0.1 kcal/mol
**HOMO level**: -11.21 eV
**Orbital gap**: 9.0 eV
**Calculated total energy**: -29351.1910 eV

8.
This record from the OMol25 dataset describes a structure of composition C21H31N3O3 at a distorted geometry. The level of theory is ωB97M-V/def2-TZVPD.

Geometry as ORCA input:
```
! RIJCOSX wB97M-V def2-TZVPD def2/J DEFGRID3
* xyz 0 1
C -2.821 -1.087 0.887
H 7.394 -0.680 -0.059
H -1.939 1.353 -1.384
C 6.922 3.143 0.972
C -0.015 -2.931 1.004
H -4.708 3.608 -1.563
H -3.523 1.473 -1.965
H 1.035 -3.563 1.621
O 7.255 1.885 0.532
H -1.811 3.491 -0.635
C 3.635 0.439 0.023
C 6.083 0.971 0.246
H -2.414 1.328 1.067
C -4.482 3.349 0.659
C -2.596 3.034 -1.193
H -2.658 -2.347 -1.672
H 6.230 3.180 1.717
C -1.137 -4.089 0.887
N -2.063 -3.278 0.013
H -1.331 -3.692 -1.825
H 7.776 3.573 1.135
N -3.409 -0.133 0.179
H -3.424 -2.925 2.005
C -3.883 4.054 -0.840
C -1.728 -2.930 -1.111
H -4.880 1.620 1.452
C -2.687 1.724 -1.229
H -5.367 1.572 -0.334
H 6.555 3.677 0.057
H -4.122 -0.572 -0.370
H 1.573 -0.866 0.405
H -2.279 3.591 -1.904
C 3.886 -0.926 -0.164
H -3.643 3.695 1.336
H -5.375 3.728 0.785
O -2.110 -0.596 1.978
C -0.485 -2.050 -1.026
C -3.162 -2.514 0.894
C 5.289 -1.185 -0.473
H 5.470 -2.031 -0.590
O 3.200 -2.949 -1.502
C 0.548 -2.562 -0.155
H 2.788 0.821 0.068
C 2.834 -1.717 -0.773
C -3.252 1.364 -0.100
H -1.356 -4.423 1.860
H -0.147 -1.574 -2.127
H -0.164 -2.237 1.695
C 4.727 1.246 0.116
C 6.268 -0.300 -0.141
H -0.654 -0.918 -0.666
H -3.744 5.178 -0.735
H 1.088 -3.465 -0.742
H 4.486 2.544 0.700
N 1.742 -1.520 -0.078
H -0.707 -4.741 0.215
H -4.176 -2.669 0.253
C -4.534 1.830 0.595
*
```

Properties
**Relative energy (zero: lowest compared OMol25 entry of this formula, charge and spin)**: 609.0 kcal/mol
**HOMO level**: -7.97 eV
**Orbital gap**: 8.2 eV
**Calculated total energy**: -32868.9601 eV